(1)
Formula: C29H30CdF4N6O7SSe
Source: the OMol25 dataset
Level of theory: the ωB97M-V functional and the def2-TZVPD basis

Summary:
Electronic energy in a.u.: -5345.123809
Orbital gap in eV: 6.1
E_LUMO in eV: 3.996
Charge: -2

Last column: natural (NBO) charge in e.
Positions of all 79 atoms, in Å:
Cd 0.2413 -0.0520 -0.9987  1.62
C 2.3245 -0.7204 3.4011  -0.41
N 0.9807 -0.7561 2.8747  -0.45
C 0.0451 -0.0262 3.6970  -0.40
C 0.5313 -2.1081 2.5540  -0.22
C 0.4037 -2.3560 1.0536  -0.24
N -0.6325 -1.5253 0.4573  -0.80
C -1.9079 -1.8977 0.4556  0.19
C -2.8846 -1.0109 -0.0995  0.24
F -2.4680 0.1898 -0.5464  -0.32
C -4.2193 -1.2949 -0.1771  0.35
F -5.0447 -0.3837 -0.7355  -0.33
C -4.7646 -2.4746 0.3114  -0.46
C -3.8601 -3.3352 0.8946  0.36
F -4.3118 -4.4980 1.4232  -0.34
C -2.5088 -3.0805 0.9767  0.18
F -1.7614 -4.0231 1.6146  -0.34
H 2.4222 -1.2709 4.3585  0.14
H 2.6323 0.3133 3.5733  0.20
H 3.0211 -1.1556 2.6821  0.21
H -0.0854 -0.4755 4.7016  0.14
H -0.9257 0.0141 3.2032  0.21
H 0.3933 0.9986 3.8335  0.19
H -0.4462 -2.2865 3.0150  0.19
H 1.2182 -2.8471 2.9945  0.17
H 0.2480 -3.4244 0.8927  0.18
H 1.3545 -2.1038 0.5757  0.21
H -5.8166 -2.6996 0.2378  0.22
O 4.4986 0.6763 -0.9630  -0.71
C 3.3775 0.5870 -0.4572  0.79
O 2.4624 -0.2257 -0.7972  -0.87
C 3.0964 1.4938 0.7451  -0.22
C 4.1830 1.8162 1.5062  -0.13
C 4.0620 2.6277 2.6449  -0.09
C 2.8559 3.1862 2.9843  -0.15
C 1.7429 2.8963 2.2105  -0.09
C 1.7738 1.9921 1.0750  0.45
O 0.7497 1.7277 0.3954  -0.75
N 0.5247 3.5855 2.6167  0.52
O -0.5398 3.2997 2.0974  -0.40
O 0.6140 4.4576 3.4794  -0.45
N 5.2240 2.9210 3.4580  0.54
O 5.0977 3.6752 4.4158  -0.44
O 6.2919 2.4170 3.1469  -0.42
H 5.1463 1.4368 1.1975  0.26
H 2.7653 3.8403 3.8346  0.26
C 0.4230 2.1902 -8.0526  -0.62
C 0.2621 1.2817 -6.8614  -0.05
C 1.3634 0.7909 -6.1764  -0.23
C 1.2385 -0.0480 -5.0702  -0.06
C 2.4805 -0.5391 -4.3866  -0.64
C -0.0426 -0.4078 -4.6238  -0.07
Se -0.2839 -1.5679 -3.1174  -0.53
C -1.1674 0.0799 -5.3097  -0.06
C -2.5608 -0.2467 -4.8502  -0.64
C -0.9983 0.9095 -6.4120  -0.24
H 1.4671 2.4820 -8.1812  0.20
H -0.1680 3.1028 -7.9389  0.20
H 0.0971 1.7076 -8.9792  0.20
H 2.3616 1.0720 -6.5027  0.19
H 3.3696 -0.0987 -4.8428  0.19
H 2.5505 -1.6281 -4.4500  0.22
H 2.4899 -0.3105 -3.3210  0.26
H -2.7043 0.0526 -3.8102  0.24
H -2.7480 -1.3223 -4.8788  0.22
H -3.2969 0.2635 -5.4766  0.19
H -1.8813 1.2914 -6.9191  0.18
S -0.5037 2.1385 -2.7928  -0.28
C -0.3166 3.6217 -2.0520  0.30
N -0.4332 3.8947 -0.7524  -0.60
C -0.0756 5.2656 -0.4369  -0.22
C 0.5137 5.7652 -1.7686  -0.22
N -0.0256 4.7911 -2.7140  -0.62
H -0.4124 3.1307 -0.0745  0.48
H 0.6460 5.3053 0.3796  0.21
H -0.9556 5.8453 -0.1449  0.19
H 1.6079 5.7391 -1.7505  0.18
H 0.1900 6.7781 -2.0062  0.19
H 0.3879 4.6677 -3.6226  0.41

Cartesian forces (eV/Å) of the 2 atoms listed first:
Cd 0.1 0.0 -0.2
C 0.0 0.0 0.0

=====

(2)
Formula: C2H8NS
Source: the OMol25 dataset
Level of theory: the ωB97M-V functional and the def2-TZVPD basis

Summary:
SMILES string: [NH3+]CCS
Electronic energy in a.u.: -533.678474
Orbital gap in eV: 9.1
E_LUMO in eV: -4.040
Charge: +1

Last column: natural (NBO) charge in e.
Positions of all 12 atoms, in Å:
C 0.3208 0.0399 -0.6018  -0.23
C -0.3902 0.5918 0.6136  -0.55
S -0.4724 2.4024 0.4125  0.02
N 0.4400 -1.4634 -0.5174  -0.66
H -0.2065 0.2862 -1.5209  0.24
H 1.3362 0.4287 -0.6669  0.24
H -1.3995 0.1858 0.6819  0.23
H 0.1536 0.3367 1.5235  0.23
H -1.1499 2.6261 1.5465  0.16
H 0.9094 -1.8245 -1.3425  0.45
H 0.9384 -1.7154 0.3306  0.44
H -0.4800 -1.8942 -0.4591  0.44

Cartesian forces (eV/Å) of the 2 atoms listed first:
C 0.1 0.4 0.0
C -0.1 0.0 0.1

=====

(3)
Formula: C38H49FN9S2
Source: the OMol25 dataset
Level of theory: the ωB97M-V functional and the def2-TZVPD basis

Summary:
Electronic energy in a.u.: -2866.035855
Orbital gap in eV: 7.3
E_LUMO in eV: -2.530
Charge: +1

Last column: Löwdin charge in e.
Positions of all 99 atoms, in Å:
C -7.9611 0.7291 1.1231  0.11
C -7.4604 -0.1727 0.4963  -0.11
C -6.8878 -1.1714 -0.4790  -0.15
C -5.4768 -0.7760 -1.0424  -0.20
C -4.2855 -1.5641 -0.3180  -0.10
C -3.2296 -0.5340 0.1851  -0.32
C -2.0875 -1.1705 1.0607  -0.16
C -0.8395 -0.1862 1.1275  -0.26
C 0.2939 -0.6536 0.1826  -0.49
S 1.6919 0.5112 0.0094  0.92
C 2.7416 0.3746 1.4507  -1.00
S 2.0734 -0.1862 2.8669  0.70
N 4.1149 0.6826 1.4329  -0.08
C 4.5281 1.5744 2.5183  -0.27
C 3.7364 2.6730 2.9290  -0.05
C 4.2429 3.4707 3.9790  -0.07
C 5.4890 3.1786 4.5811  -0.08
C 6.2900 2.0982 4.1462  -0.06
C 5.7836 1.2911 3.1027  -0.01
C 4.5632 1.2357 0.1586  -0.27
C 4.1414 2.4631 -0.4047  -0.05
C 4.6991 2.8397 -1.6430  -0.08
C 5.6736 2.0999 -2.3410  -0.07
C 6.1096 0.8788 -1.7647  -0.07
C 5.5369 0.4750 -0.5415  -0.02
C -4.0217 0.5076 1.0480  -0.07
N -4.8448 1.3859 0.1598  0.12
C -5.2293 0.7463 -1.1245  -0.27
F -6.2778 1.4373 -1.6962  0.06
H -8.3107 1.5471 1.7390  0.05
H -6.8004 -2.1604 0.0035  0.11
H -7.5845 -1.2617 -1.3291  0.09
H -5.4568 -1.1374 -2.0931  0.15
H -3.8360 -2.2514 -1.0565  0.09
H -4.7080 -2.1702 0.5057  0.13
H -2.7120 -0.0553 -0.6742  0.12
H -1.8156 -2.1710 0.6820  0.11
H -2.5250 -1.3152 2.0769  0.12
H -1.2460 0.8194 0.8737  0.10
H -0.5518 -0.1478 2.1915  0.06
H -0.1376 -0.7646 -0.8293  0.03
H 0.7070 -1.6083 0.5631  0.09
H 2.7677 2.8581 2.4425  0.11
H 3.6875 4.3354 4.3687  0.10
H 5.8739 3.7881 5.4120  0.05
H 7.2600 1.8309 4.5799  0.11
H 6.3670 0.4331 2.7305  0.12
H 3.3929 3.0859 0.1000  0.11
H 4.3633 3.7772 -2.1167  0.08
H 6.1192 2.4203 -3.2922  0.11
H 6.8824 0.2495 -2.2307  0.11
H 5.8958 -0.4710 -0.1020  0.12
H -4.6706 0.0188 1.8024  0.15
H -3.2764 1.1249 1.5880  0.14
H -4.2661 2.2001 -0.0785  0.19
H -5.6781 1.7776 0.6243  0.16
H -4.3763 0.8981 -1.8174  0.17
C 6.0918 6.7034 -1.2960  -0.06
C 4.7919 6.4712 -1.9470  -0.28
N 3.7767 6.2852 -2.4545  0.13
H 6.1273 6.1763 -0.3436  0.08
H 6.8950 6.3394 -1.9346  0.08
H 6.2317 7.7687 -1.1197  0.08
C -1.9833 -1.7207 -4.5066  -0.08
C -1.7961 -1.8605 -3.0567  -0.20
N -1.6521 -1.9755 -1.9195  0.17
H -2.7401 -2.4244 -4.8500  0.04
H -2.3059 -0.7061 -4.7430  0.08
H -1.0512 -1.9245 -5.0204  0.05
C 5.8092 5.1839 8.6380  -0.06
C 6.7770 4.8068 7.5947  -0.26
N 7.5333 4.5114 6.7800  0.14
H 5.1952 6.0132 8.2903  0.08
H 5.1661 4.3361 8.8689  0.08
H 6.3381 5.4860 9.5403  0.08
C 2.0668 -4.0645 -5.6375  -0.05
C 0.6282 -4.1031 -5.3268  -0.23
N -0.4960 -4.1332 -5.0835  0.15
H 2.2175 -3.6719 -6.6418  0.09
H 2.5819 -3.4242 -4.9230  0.09
H 2.4834 -5.0687 -5.5810  0.09
C 2.2453 -3.0236 4.8734  -0.11
C 1.9355 -4.0821 5.8502  -0.28
N 1.6936 -4.9086 6.6123  0.12
H 2.0321 -3.3752 3.8653  0.07
H 1.6397 -2.1428 5.0780  0.05
H 3.2977 -2.7535 4.9402  0.08
C -3.8987 -6.4563 -5.3680  -0.06
C -4.3107 -5.0443 -5.3524  -0.26
N -4.6314 -3.9398 -5.3429  0.12
H -4.4865 -7.0209 -4.6460  0.08
H -4.0546 -6.8755 -6.3607  0.08
H -2.8437 -6.5340 -5.1091  0.08
C -9.3647 -3.0914 -3.8646  -0.06
C -9.1616 -3.1829 -2.4086  -0.26
N -9.0040 -3.2566 -1.2712  0.14
H -10.1103 -3.8194 -4.1796  0.09
H -9.7091 -2.0924 -4.1277  0.08
H -8.4278 -3.2937 -4.3822  0.08

Cartesian forces (eV/Å) of the 2 atoms listed first:
C 0.5 0.1 0.3
C 0.2 -0.2 -0.8

=====

(4)
Formula: C3H10NO
Source: the OMol25 dataset
Level of theory: the ωB97M-V functional and the def2-TZVPD basis

Summary:
Electronic energy in a.u.: -250.022625
Orbital gap in eV: 11.3
E_LUMO in eV: -3.347
Charge: +1

Last column: natural (NBO) charge in e.
Positions of all 15 atoms, in Å:
C 2.6066 0.0629 0.6274  -0.67
C 1.1460 0.3825 0.7037  -0.10
C 0.2459 0.3694 -0.2767  -0.11
N -1.1589 0.8044 0.0372  -0.69
H 3.1021 0.8520 0.0508  0.25
H 2.9667 0.1116 1.6481  0.25
H 2.8855 -0.8238 0.0641  0.26
H 0.6823 0.5521 1.6719  0.20
H 0.3374 -0.0235 -1.2774  0.23
H -1.7278 0.5881 -0.7835  0.47
H -1.4849 0.3296 0.8650  0.45
H -1.1441 1.8139 0.1449  0.44
H -3.1535 -1.4774 -1.8657  0.50
H -2.4551 -2.1942 -0.6548  0.49
O -2.8482 -1.3478 -0.9552  -0.99

Cartesian forces (eV/Å) of the 2 atoms listed first:
C -0.2 0.9 -0.3
C -1.1 -0.7 -0.8

=====

(5)
Formula: C34H32FeIO3PS4
Source: the OMol25 dataset
Level of theory: the ωB97M-V functional and the def2-TZVPD basis

Summary:
Electronic energy in a.u.: -5035.992919
2S+1: 5
Orbital gap (spin up / spin down) in eV: 8.3 / 8.1
E_LUMO (spin up / spin down) in eV: 0.305 / -0.008
Expectation value of S²: 6.01

Last column: Mulliken spin population.
Positions of all 76 atoms, in Å:
Fe -3.5805 -0.0584 0.1907  3.95
I -3.4957 -2.4638 1.7787  0.05
C -2.2041 -1.3281 3.0374  -0.02
C -1.4571 -2.0714 3.9041  0.01
C -0.6439 -1.3828 4.8008  -0.01
C -0.5581 -0.0389 4.7966  0.01
C -1.3226 0.7305 3.8742  -0.01
C -1.2153 2.1824 3.8296  0.04
C -1.9650 2.8794 2.8939  -0.01
C -2.7722 2.1971 2.0047  -0.05
C -2.8040 0.8020 1.9001  0.15
C -2.1291 0.1015 2.9241  -0.20
H -1.4781 -3.1619 3.9914  0.00
H 0.0529 -1.9427 5.4281  0.00
H 0.0608 0.4996 5.5647  0.00
H -0.5279 2.7251 4.5158  0.00
H -2.0970 3.9948 2.8868  0.00
H -3.2863 2.7446 1.2585  0.00
O -6.4781 0.9573 -2.3570  0.00
S -5.2302 0.4172 -1.9630  -0.02
O -5.2365 -0.7514 -1.0693  0.03
O -4.2955 1.3667 -1.3188  0.05
C -4.3890 -0.2412 -3.4161  0.02
C -5.0923 -0.3435 -4.6240  0.00
C -4.4655 -1.0473 -5.6782  0.00
C -3.2512 -1.6385 -5.5796  0.00
C -2.5178 -1.4841 -4.3861  0.00
C -3.0363 -0.7611 -3.3921  -0.01
P -2.0485 -0.5075 -1.8747  0.03
C -1.0310 0.9805 -2.1356  -0.06
C -0.6019 1.3551 -3.4258  0.00
C 0.4160 2.3027 -3.5411  0.00
C 0.8897 2.9199 -2.3717  0.00
C 0.4481 2.5644 -1.1190  0.00
C -0.5159 1.5802 -1.0112  0.03
C -0.5664 -1.7399 -1.9505  0.02
C -0.9263 -3.1533 -2.0179  0.00
C 0.1022 -4.1058 -1.9799  0.00
C 1.4166 -3.7427 -1.8851  0.00
C 1.7857 -2.3891 -1.9087  0.00
C 0.7915 -1.4314 -1.9337  0.00
H -6.0942 0.0692 -4.6397  0.00
H -4.9265 -1.0866 -6.6353  0.00
H -2.8857 -2.2018 -6.4167  0.00
H -1.5048 -1.9365 -4.3305  0.00
H -1.1272 0.9679 -4.3166  0.00
H 0.8480 2.6851 -4.4430  0.00
H 1.6624 3.6944 -2.5425  0.00
H 0.8953 2.9392 -0.2220  0.00
H -0.7819 1.2487 0.0071  -0.01
H -1.9999 -3.3787 -2.0597  0.00
H -0.1447 -5.1358 -2.0258  0.00
H 2.1658 -4.5055 -1.9341  0.00
H 2.8354 -2.1328 -2.0968  0.00
H 1.1662 -0.3916 -2.0745  0.00
C 5.0881 0.9325 0.2265  0.00
C 3.5762 0.9272 0.1581  0.00
S 2.6903 1.8952 1.4888  0.00
C 1.8173 0.5078 2.3309  0.00
C 2.7717 -0.5182 3.0219  0.00
S 3.4724 0.3276 4.4273  0.00
C 5.3011 0.3447 4.2024  0.00
C 5.8240 1.0756 2.9321  0.00
S 5.7402 -0.0636 1.5717  0.00
H 5.5736 1.9200 0.3041  0.00
H 5.3654 0.5185 -0.7188  0.00
H 3.1664 -0.0923 0.2692  0.00
H 3.2492 1.2794 -0.8027  0.00
H 1.0700 0.0849 1.6101  0.00
H 1.3361 1.0645 3.1379  0.00
H 3.6185 -0.7902 2.4525  0.00
H 2.1123 -1.3424 3.2849  0.00
H 5.7892 -0.6477 4.2890  0.00
H 5.6588 0.8911 5.0551  0.00
H 6.8323 1.4330 3.0191  0.00
H 5.0949 1.9009 2.8293  0.00

Cartesian forces (eV/Å) of the 2 atoms listed first:
Fe -0.1 0.4 -0.3
I 0.2 0.4 0.1

=====

Which value of electronic energy does entry 1 give? -5345.123809 a.u.

=====

The lowest electronic energy belongs to which entry? C29H30CdF4N6O7SSe

=====

The highest electronic energy belongs to which entry? C3H10NO

=====

Which value of electronic energy does entry 4 give? -250.022625 a.u.